Entry 1:
# C40H104BeN2O14

A molecular structure, C40H104BeN2O14 in a non-equilibrium geometry (ωB97M-V/def2-TZVPD, the OMol25 dataset).

Each line ends with the Löwdin charge.
Atoms and positions in Å:
Be: 0.82471 0.15898 2.75472  0.950
C: 0.46643 -1.69756 -0.43820  -0.029
C: 0.21910 -0.26601 -0.90041  -0.479
C: -1.31985 -0.18307 -1.05809  -0.140
C: -1.84475 1.24102 -1.26605  -0.166
C: -1.23808 2.27832 -0.32171  -0.120
C: 0.31436 2.16650 -0.16419  -0.491
N: 0.64199 0.75647 0.04578  -0.188
O: 1.96426 0.48221 0.43731  -0.246
C: 0.64535 2.99464 1.06113  -0.054
C: 0.95117 2.82581 -1.38548  -0.027
C: 0.77948 -0.18506 -2.35446  -0.022
H: -0.16986 -2.40596 -0.96509  0.067
H: 0.30092 -1.92994 0.61691  0.036
H: 1.52616 -1.97011 -0.44966  0.074
H: -1.85314 -0.67283 -0.23760  0.112
H: -1.54344 -0.76957 -1.95465  0.097
H: -2.91687 1.15032 -1.07224  0.107
H: -1.64297 1.48744 -2.30931  0.093
H: -1.74403 2.34706 0.64504  0.100
H: -1.58840 3.17408 -0.84891  0.104
H: 1.71694 3.08158 1.27156  0.071
H: 0.18120 2.64559 1.99107  0.059
H: 0.39329 4.05334 0.94586  0.079
H: 0.84113 3.91480 -1.39269  0.086
H: 0.52447 2.47266 -2.32266  0.061
H: 2.03486 2.70946 -1.48629  0.079
H: 1.86838 -0.26287 -2.30825  0.079
H: 0.41506 0.64654 -2.94920  0.067
H: 0.46978 -1.10258 -2.85965  0.061
C: -0.09597 -2.29601 7.30176  -0.037
C: 0.94800 -2.76159 6.26075  -0.485
C: 1.17214 -4.26866 6.51168  -0.146
C: 0.29823 -5.25230 5.73671  -0.173
C: 0.30955 -4.83563 4.27255  -0.154
C: -0.25511 -3.42093 4.08158  -0.500
N: 0.54379 -2.48791 4.86517  -0.181
O: 0.20042 -1.20392 4.67450  -0.206
C: -1.77315 -3.45575 4.42421  -0.015
C: -0.11753 -3.09047 2.58928  -0.068
C: 2.30051 -2.06957 6.46130  -0.046
H: -0.57980 -1.33088 7.14835  0.072
H: 0.50253 -2.18967 8.21060  0.081
H: -0.89932 -3.01605 7.46247  0.072
H: 0.91114 -4.51492 7.54712  0.113
H: 2.24156 -4.48613 6.47312  0.114
H: -0.71237 -5.18089 6.14269  0.106
H: 0.72469 -6.25421 5.76883  0.113
H: -0.18142 -5.57761 3.64353  0.119
H: 1.36143 -4.73616 3.97799  0.128
H: -2.30548 -2.96437 3.60046  0.065
H: -2.02599 -2.99905 5.37786  0.072
H: -2.27715 -4.42141 4.31610  0.082
H: -0.40645 -3.88721 1.90831  0.098
H: 0.93452 -2.84184 2.40318  0.087
H: -0.65027 -2.15559 2.41110  0.032
H: 2.93193 -2.31115 5.60452  0.090
H: 2.84003 -2.30660 7.37976  0.084
H: 2.23974 -0.97802 6.45789  0.072
C: 3.40668 3.31361 -4.41395  -0.078
C: 4.48040 2.72108 -3.51917  -0.312
O: 5.05807 3.71455 -2.66326  -0.085
H: 2.48262 3.55533 -3.88941  0.057
H: 3.16266 2.55796 -5.16571  0.067
H: 3.82294 4.19240 -4.90382  0.076
H: 5.31250 2.42562 -4.16843  0.110
H: 4.17414 1.81427 -2.99673  0.091
H: 5.90169 3.98619 -3.02614  0.076
C: -2.33883 -3.63461 -3.25042  -0.079
C: -2.51076 -3.87149 -1.76431  -0.322
O: -3.36263 -4.99320 -1.54721  -0.076
H: -3.24613 -3.51114 -3.84278  0.072
H: -1.69626 -4.40385 -3.67673  0.073
H: -1.88849 -2.64050 -3.37465  0.050
H: -2.90047 -2.95167 -1.30369  0.101
H: -1.62760 -4.02998 -1.14399  0.098
H: -4.26504 -4.66879 -1.60871  0.080
C: 2.30089 -1.05276 -5.41509  -0.084
C: 0.83878 -1.41161 -5.54089  -0.339
O: 0.35605 -1.68973 -6.84741  -0.062
H: 2.53465 -0.16204 -6.01245  0.071
H: 3.00776 -1.78751 -5.80719  0.073
H: 2.63861 -0.71739 -4.43406  0.054
H: 0.23207 -0.57225 -5.19089  0.091
H: 0.58569 -2.20812 -4.83125  0.094
H: 0.44448 -2.63886 -6.97956  0.084
C: -3.49580 5.72290 -0.39045  -0.097
C: -2.16203 6.27707 -0.84269  -0.340
O: -2.15300 7.65098 -0.48353  -0.066
H: -3.49778 5.75206 0.70105  0.075
H: -3.63573 4.68203 -0.68889  0.058
H: -4.32170 6.30565 -0.79656  0.079
H: -2.06243 6.01949 -1.90259  0.113
H: -1.38824 5.72228 -0.29905  0.095
H: -1.36837 8.02513 -0.89719  0.084
C: 5.24348 -0.67373 -1.25426  -0.084
C: 4.56854 -1.94547 -0.79836  -0.329
O: 4.12103 -1.93677 0.54727  -0.082
H: 4.70420 0.26875 -1.13985  0.049
H: 5.54875 -0.71014 -2.30437  0.071
H: 6.16917 -0.52390 -0.69205  0.080
H: 5.25230 -2.79537 -0.85457  0.111
H: 3.74558 -2.23775 -1.46592  0.079
H: 3.50181 -1.20116 0.65193  0.042
O: 4.43520 2.36550 0.77131  -0.072
H: 3.68854 1.76904 0.61094  -0.017
H: 4.25065 3.13717 0.22716  0.018
O: -1.58829 0.16610 2.59263  -0.055
H: -2.24419 -0.18409 3.20256  0.058
H: -2.09988 0.61140 1.90570  0.016
O: 0.25872 1.92569 4.50763  -0.065
H: 0.35553 1.47438 5.35372  0.052
H: 0.43576 2.85395 4.69540  0.002
C: -6.21538 1.88959 0.89065  -0.034
C: -4.98387 2.31217 1.67154  -0.481
C: -5.25577 3.19692 2.88635  -0.052
O: -4.20053 1.18304 2.11057  -0.075
H: -5.96878 1.47196 -0.08476  0.078
H: -6.89058 2.73561 0.78308  0.086
H: -6.68648 1.08782 1.46828  0.086
H: -4.23863 2.88335 1.10694  0.114
H: -5.73857 4.11280 2.53527  0.080
H: -4.33349 3.38440 3.42720  0.081
H: -6.01766 2.74252 3.52722  0.082
H: -4.83756 0.46113 2.15579  0.086
C: 1.91109 -4.78635 -2.60576  -0.054
C: 2.25113 -4.94829 -4.09075  -0.479
C: 3.46102 -5.87073 -4.19709  -0.063
O: 1.20862 -5.55661 -4.85583  -0.054
H: 2.55727 -4.13203 -2.02225  0.065
H: 1.74915 -5.71183 -2.04853  0.087
H: 0.94714 -4.25918 -2.62355  0.064
H: 2.38236 -3.91145 -4.40086  0.118
H: 4.27678 -5.47283 -3.59085  0.079
H: 3.80700 -5.95419 -5.23136  0.076
H: 3.24940 -6.90910 -3.93889  0.082
H: 0.85675 -6.25515 -4.29331  0.086
C: -3.12733 -0.83791 -5.82441  -0.030
C: -4.24502 -0.27119 -4.93237  -0.488
C: -4.06890 1.19707 -4.54949  -0.060
O: -5.55308 -0.48954 -5.42808  -0.047
H: -2.23604 -0.22692 -5.67682  0.065
H: -3.30615 -0.90071 -6.89678  0.084
H: -2.93337 -1.84651 -5.46239  0.053
H: -4.23806 -0.80130 -3.97521  0.125
H: -3.03257 1.42430 -4.28130  0.059
H: -4.62208 1.50328 -3.66101  0.073
H: -4.31509 1.86811 -5.37784  0.082
H: -5.64719 0.06912 -6.20703  0.086
C: 2.64469 5.80546 3.01848  -0.051
C: 1.96592 5.25512 4.24561  -0.482
C: 0.44232 5.31273 4.18117  -0.054
O: 2.29931 3.88989 4.48316  -0.050
H: 2.51613 5.22573 2.10297  0.069
H: 3.73102 5.87292 3.14242  0.082
H: 2.36905 6.83574 2.77998  0.084
H: 2.16066 5.90851 5.10558  0.137
H: 0.04950 4.80973 5.06800  0.079
H: 0.06106 4.81722 3.28322  0.069
H: 0.00322 6.30979 4.16691  0.087
H: 3.22747 3.87235 4.73906  0.105

Its charge is 0. Its total energy is -75204.6117 eV. Its HOMO-LUMO gap is 5.47 eV.

Entry 2:
# C3H12N2OS

2 unconnected molecules or ions with the total composition C3H12N2OS in a non-equilibrium geometry (ωB97M-V/def2-TZVPD, the OMol25 dataset).

Each line ends with the Löwdin charge.
Atoms and positions in Å:
N: 1.44063 -0.55458 1.07788  -0.009
C: -0.02024 -0.69727 0.92680  -0.253
C: -0.67153 0.13107 -0.16739  -0.506
N: -0.04569 0.04045 -1.45244  0.031
C: -2.16362 -0.27286 -0.25779  -0.512
S: -3.02562 0.51622 -1.66778  0.709
H: 1.57940 -0.61399 2.08402  0.075
H: 2.01734 -1.33945 0.79248  0.078
H: -0.55127 -0.46379 1.89218  0.131
H: -0.16782 -1.79949 0.83997  0.122
H: -0.62467 1.14662 0.22995  0.130
H: 0.93868 -0.17210 -1.47896  0.062
H: -0.25422 0.88768 -1.97248  0.062
H: -2.59455 0.06348 0.67014  0.068
H: -2.30758 -1.33950 -0.42564  0.067
H: -4.05842 0.89277 -0.96431  -0.182
O: 3.87798 0.98289 0.02549  -0.088
H: 3.67396 1.91874 -0.11683  0.033
H: 2.95726 0.67310 -0.03529  -0.019

The calculation puts the energy relative to the best compared isomer or geometry (same formula, charge and spin) at 64.7 kJ/mol. The SMILES is NC[C@@H](N)CS.O. Its charge is 0. Its total energy is -19168.0699 eV. Its HOMO-LUMO gap is 9.78 eV.

Entry 3:
# CH6P2S

A molecular structure, CH6P2S in a non-equilibrium geometry (ωB97M-V/def2-TZVPD, the OMol25 dataset).

Each line ends with the Löwdin charge.
Atoms and positions in Å:
C: 1.43366 -0.37288 0.69454  -0.431
P: 0.47823 -0.65943 -0.92772  0.476
P: -1.05047 0.92372 -0.75023  0.160
S: -2.49809 -0.10258 0.46708  0.199
H: 1.05829 0.48802 1.31973  0.030
H: 2.48908 -0.25439 0.64379  0.001
H: 1.35039 -0.98414 1.54758  -0.009
H: 1.43037 -0.07396 -1.67630  -0.142
H: -1.41399 0.21010 -2.30561  -0.048
H: -3.27748 0.82553 0.98713  -0.237

The calculation puts the energy relative to the best compared isomer or geometry (same formula, charge and spin) at 107.2 kJ/mol. Its charge is 0. Its total energy is -30545.2867 eV. Its HOMO-LUMO gap is 9.17 eV.

Entry 4:
# C4H5N3O

A molecular structure, C4H5N3O in a non-equilibrium geometry (ωB97M-V/def2-TZVPD, the OMol25 dataset).

Each line ends with the Löwdin charge.
Atoms and positions in Å:
C: 2.04010 -0.00353 -0.02652  -0.011
C: 0.53278 -0.08229 -0.01362  -0.471
C: -1.31757 0.73549 -0.08992  -0.379
C: -1.59852 -0.80080 -0.05338  -0.323
H: 2.45672 -1.02518 -0.32747  0.087
H: 2.25602 0.13990 1.05884  0.099
H: 2.45490 0.71028 -0.79211  0.102
H: -1.94836 2.45569 0.03633  0.050
H: 0.28833 -2.15648 0.05240  0.200
N: -0.01045 1.04931 -0.02873  0.147
N: -2.31406 1.51756 0.09638  0.187
N: -0.19604 -1.19191 0.15203  0.159
O: -2.64385 -1.34806 -0.06424  0.154

The calculation puts the energy relative to the best compared isomer or geometry (same formula, charge and spin) at 175.5 kJ/mol. Its charge is 0. Its total energy is -10745.7958 eV. Its HOMO-LUMO gap is 9.56 eV.

Entry 5:
# C3H8N2

A molecular structure, C3H8N2 in a non-equilibrium geometry (ωB97M-V/def2-TZVPD, the OMol25 dataset).

Each line ends with the Löwdin charge.
Atoms and positions in Å:
C: 1.84450 0.44011 -0.00781  -0.281
C: -0.69624 0.04808 0.21534  -0.190
C: -2.26410 -0.10405 -0.14412  -0.087
H: 2.98747 0.27608 -0.27953  0.128
H: 1.58335 0.92341 0.98974  0.095
H: 1.44050 1.21209 -0.77356  0.100
H: 1.86278 -1.77249 0.46700  0.244
H: -0.11701 0.98082 -0.09456  0.069
H: -2.36322 -0.65559 -0.99785  0.012
H: -2.80019 -0.32449 0.90409  0.103
H: -2.79227 0.88465 -0.12749  0.055
N: 1.34964 -0.79509 -0.17789  -0.243
N: -0.03521 -1.11352 0.02662  -0.006

The calculation puts the energy relative to the best compared isomer or geometry (same formula, charge and spin) at 528.8 kJ/mol. Its charge is 0. Its total energy is -6216.3658 eV. Its HOMO-LUMO gap is 9.63 eV.

Entry 6:
# C21H25NO4S

C21H25NO4S in the gas phase (ωB97M-V/def2-TZVPD, the OMol25 dataset).

Each line ends with the Löwdin charge.
Atoms and positions in Å:
O: 1.43071 2.45884 -0.89034  0.068
C: 1.77153 1.70025 0.00218  -0.449
N: 3.04721 1.34186 0.24198  0.122
C: 4.13966 1.77737 -0.56012  -0.280
C: 5.03252 0.75862 -1.20829  -0.096
C: 5.53259 1.57944 -0.05492  -0.099
C: 0.78262 1.08358 0.93503  -0.162
C: -0.51275 1.38065 0.84908  0.057
C: -1.55733 0.81645 1.76477  -0.224
C: -2.61857 0.13914 0.93449  -0.230
C: -2.78308 -1.19076 0.76674  -0.345
S: -4.08765 -1.61468 -0.29065  1.034
C: -4.46043 0.06708 -0.53863  -0.472
C: -5.47584 0.58234 -1.32949  -0.095
C: -5.62122 1.95194 -1.39816  -0.090
C: -4.76778 2.79279 -0.68532  -0.084
C: -3.75939 2.28035 0.10026  -0.026
C: -3.58504 0.89745 0.18591  -0.205
C: -0.89548 -0.05287 2.84357  -0.038
C: 0.37196 -0.74133 2.32865  -0.348
O: 0.01793 -1.65549 1.34659  -0.096
C: 1.07468 -2.47344 0.86251  -0.181
C: 0.52954 -3.28864 -0.30433  -0.157
C: 0.23977 -2.42481 -1.53371  -0.170
C: 1.50267 -2.01980 -2.30165  -0.253
O: 2.30265 -1.06886 -1.63733  -0.075
O: 1.31246 0.19761 1.84850  0.007
H: 3.22011 0.64863 0.95459  0.146
H: 3.88276 2.67604 -1.10553  0.147
H: 5.41115 0.96967 -2.19556  0.099
H: 4.80216 -0.28170 -1.04119  0.091
H: 6.26210 2.35108 -0.24555  0.096
H: 5.65792 1.09013 0.89949  0.099
H: -0.82296 2.06447 0.07539  0.127
H: -2.05038 1.65845 2.26949  0.150
H: -2.19916 -1.98262 1.18825  0.066
H: -6.13108 -0.07980 -1.87400  0.106
H: -6.40351 2.37746 -2.00831  0.101
H: -4.90114 3.86225 -0.75252  0.102
H: -3.10714 2.94498 0.64640  0.109
H: -0.59437 0.58106 3.67936  0.132
H: -1.58583 -0.81097 3.20993  0.129
H: 0.90193 -1.24605 3.15756  0.170
H: 1.91589 -1.85608 0.53090  0.114
H: 1.41820 -3.13409 1.67361  0.131
H: -0.39338 -3.77160 0.02124  0.112
H: 1.25331 -4.06463 -0.55827  0.117
H: -0.30162 -1.53006 -1.21821  0.112
H: -0.40115 -2.98416 -2.21724  0.114
H: 1.21641 -1.64176 -3.29268  0.118
H: 2.14662 -2.89277 -2.44213  0.120
H: 1.83919 -0.22302 -1.63235  0.080

The calculation puts the energy relative to the best compared isomer or geometry (same formula, charge and spin) at 106.0 kJ/mol. The SMILES is O=C(NC1CC1)C1=C[C@@H](c2csc3ccccc23)C[C@@H](OCCCCO)O1. Its charge is 0. Its total energy is -42697.5567 eV. Its HOMO-LUMO gap is 8.81 eV.

Entry 7:
# C32H30ClFN5O8STi

A molecular structure, C32H30ClFN5O8STi (ωB97M-V/def2-TZVPD, the OMol25 dataset).

Each line ends with the Löwdin charge.
Atoms and positions in Å:
Ti: -0.41007 -0.00169 0.46552  1.211
O: -1.19485 1.25157 1.60211  -0.224
N: -1.32817 2.58611 1.47404  -0.145
C: -0.96838 3.30831 2.56772  -0.011
C: -1.10979 4.65814 2.56370  -0.046
C: -1.64479 5.26294 1.40440  -0.049
C: -1.99240 4.50854 0.32708  -0.070
C: -1.82523 3.09265 0.30837  -0.690
S: -2.13705 2.07998 -0.98119  0.790
H: -0.57988 2.71903 3.38328  0.142
H: -0.81926 5.22909 3.43158  0.112
H: -1.77542 6.33590 1.36655  0.117
H: -2.39382 4.95693 -0.56961  0.112
C: 1.21055 -1.09802 7.69058  -0.040
C: 0.08311 -1.96946 7.17443  -0.285
C: -1.18050 -1.81983 8.00273  -0.141
C: -2.22514 -2.82274 7.55439  -0.122
C: -2.44593 -2.72959 6.07040  -0.123
C: -3.61802 -3.17143 5.50407  0.073
C: -3.83771 -3.05331 4.13118  -0.242
F: -5.00570 -3.49407 3.64681  0.088
C: -2.92420 -2.49382 3.28999  0.098
C: -1.71656 -2.04319 3.84533  -0.026
C: -0.72597 -1.43537 2.99377  -0.234
O: -0.93393 -1.40568 1.72744  -0.111
C: 0.41804 -0.90446 3.58085  -0.013
C: 0.61181 -1.08741 4.93798  0.064
N: -0.25578 -1.69039 5.73814  0.055
C: -1.47082 -2.16050 5.22229  -0.048
C: 1.48548 -0.19878 2.80988  -0.536
O: 2.54717 0.06688 3.32836  0.111
O: 1.19858 0.08121 1.56341  -0.110
H: 1.32846 -1.30722 8.75304  0.095
H: 0.98045 -0.03708 7.58266  0.102
H: 2.16867 -1.30178 7.21726  0.087
H: 0.39454 -3.01930 7.19397  0.165
H: -1.55470 -0.79649 7.90335  0.140
H: -0.92617 -1.97167 9.05129  0.128
H: -3.17154 -2.66237 8.07059  0.128
H: -1.89730 -3.83497 7.81053  0.135
H: -4.39547 -3.59983 6.12343  0.141
H: -3.12309 -2.35680 2.23704  0.122
H: 1.53281 -0.73106 5.37118  0.135
C: 1.37210 -2.79326 0.54145  -0.059
O: 0.82739 -1.79530 -0.33023  -0.190
H: 2.00712 -2.34245 1.30439  0.092
H: 1.95567 -3.50220 -0.04553  0.101
H: 0.53568 -3.30994 1.00322  0.091
H: 1.57099 -1.35124 -0.79555  0.060
C: -5.21169 -1.93838 -0.88953  0.013
N: -3.87133 -1.72994 -1.43612  -0.031
C: -3.56084 -2.09674 -2.70207  -0.026
C: -2.34019 -1.87661 -3.22184  0.017
C: -1.36780 -1.24285 -2.38647  -0.339
N: -1.64602 -0.94584 -1.11540  0.060
C: -2.93122 -1.10447 -0.62532  -0.523
O: -3.22518 -0.72065 0.48932  0.038
N: -0.17308 -0.96446 -2.89854  0.224
H: -5.91665 -1.99712 -1.71475  0.096
H: -5.46041 -1.09668 -0.25060  0.098
H: -5.24664 -2.85706 -0.30497  0.103
H: -4.35653 -2.56269 -3.26648  0.141
H: -2.10584 -2.14958 -4.23785  0.118
H: 0.00934 -1.19022 -3.86033  0.132
H: 0.53745 -0.46118 -2.39459  0.073
Cl: 4.98634 5.82725 0.77998  0.694
C: 4.09849 4.42866 0.27289  -0.650
C: 4.78332 3.36393 -0.29475  -0.079
C: 4.07086 2.24836 -0.69477  0.014
C: 2.69023 2.20289 -0.52120  -0.123
C: 2.01905 3.28258 0.04253  0.012
C: 2.72229 4.40387 0.44317  -0.081
C: 1.96781 0.98810 -0.93716  -0.482
O: 2.48679 0.02436 -1.48516  0.076
O: 0.65622 0.98874 -0.71207  -0.209
H: 5.85520 3.41452 -0.41616  0.112
H: 4.57933 1.40261 -1.13533  0.127
H: 0.94454 3.25311 0.15535  0.105
H: 2.21721 5.25330 0.87944  0.107

The calculation puts the energy relative to the best compared isomer or geometry (same formula, charge and spin) at 0.0 kJ/mol. Its charge is +1. Its total energy is -106693.2632 eV. Its HOMO-LUMO gap is 7.08 eV.